No. 1
Density functional theory data (wB97M-V/def2-TZVPD) for a cluster of 2 separate species, C2H11N2Si in total in a non-equilibrium geometry.

**HOMO-LUMO gap**: 0.37785 Eh
**Strongest force on any atom**: 6.16 eV Å⁻¹
**Lowest unoccupied orbital energy**: -4.20 eV
**Energy relative to the best compared isomer or geometry (same formula, charge and spin)**: 18.9 kcal per mole
**Total charge**: +1

Geometry (Å):
C -1.22 1.00 -1.01
C -0.93 0.00 0.02
N -1.51 0.09 1.17
N 2.08 0.64 0.18
Si 0.24 -1.67 -0.09
H -1.70 1.90 -0.88
H -0.18 1.27 -1.25
H -1.69 0.61 -1.91
H -1.19 -0.55 1.90
H -2.25 0.71 1.42
H 2.88 0.29 -0.50
H 2.39 0.50 1.12
H 1.99 1.56 0.07
H 0.94 -2.02 -1.23
H -0.89 -2.64 -0.19
H 1.05 -1.69 1.17

Löwdin population analysis, charges in e, atoms 1 to 8:
1 C -0.040
2 C -0.357
3 N 0.178
4 N 0.022
5 Si 0.750
6 H 0.067
7 H 0.096
8 H 0.107

***

No. 2
Density functional theory data (wB97M-V/def2-TZVPD) for the molecule C5H6O.

**HOMO-LUMO gap**: 0.40005 Eh
**Strongest force on any atom**: 0.53 eV Å⁻¹
**Lowest unoccupied orbital energy**: 0.94 eV
**Energy relative to the best compared isomer or geometry (same formula, charge and spin)**: 43.4 kcal per mole
**SMILES**: C#CCCC=O

Geometry (Å):
C -1.70 0.76 -1.78
C -0.62 0.55 -1.29
C 0.62 0.16 -0.60
C 0.30 -0.93 0.44
C 0.20 -0.39 1.85
O 0.62 0.69 2.20
H -2.66 0.94 -2.21
H 1.05 1.02 -0.08
H 1.36 -0.19 -1.32
H -0.64 -1.44 0.20
H 1.07 -1.71 0.46
H -0.29 -1.06 2.58

Löwdin population analysis, charges in e, atoms 1 to 8:
1 C 0.107
2 C -0.148
3 C -0.204
4 C -0.159
5 C -0.255
6 O 0.050
7 H 0.023
8 H 0.111

***

No. 3
Density functional theory data (wB97M-V/def2-TZVPD) for the molecule C22H26N4O3 in a non-equilibrium geometry.

**HOMO-LUMO gap**: 0.31948 Eh
**Strongest force on any atom**: 1.43 eV Å⁻¹
**Lowest unoccupied orbital energy**: 0.56 eV
**Energy relative to the best compared isomer or geometry (same formula, charge and spin)**: 53.9 kcal per mole
**SMILES**: COc1ccc(CCc2nnc(CCC(=O)NCCc3ncccc3C)o2)cc1

Geometry (Å):
C -2.01 -4.17 -2.29
O -2.61 -4.03 -1.02
C -2.77 -2.78 -0.52
C -3.18 -2.71 0.81
C -3.31 -1.48 1.44
C -3.06 -0.30 0.75
C -3.02 1.01 1.48
C -1.56 1.49 1.63
C -0.69 0.39 2.12
N -0.09 0.29 3.25
N 0.57 -0.89 3.25
C 0.32 -1.46 2.12
C 0.78 -2.78 1.63
C 1.87 -2.66 0.55
C 1.32 -1.97 -0.69
O 0.79 -2.58 -1.60
N 1.50 -0.64 -0.69
C 0.91 0.24 -1.67
C 1.83 1.43 -1.96
C 2.04 2.32 -0.76
N 1.75 1.82 0.43
C 1.92 2.56 1.52
C 2.39 3.86 1.47
C 2.71 4.39 0.23
C 2.54 3.62 -0.92
C 2.89 4.17 -2.27
O -0.47 -0.69 1.34
C -2.72 -0.38 -0.59
C -2.56 -1.60 -1.23
H -1.88 -5.24 -2.44
H -1.03 -3.68 -2.32
H -2.65 -3.77 -3.08
H -3.36 -3.63 1.35
H -3.59 -1.45 2.48
H -3.47 0.90 2.47
H -3.58 1.78 0.93
H -1.18 1.81 0.66
H -1.50 2.32 2.33
H -0.08 -3.31 1.21
H 1.17 -3.34 2.49
H 2.73 -2.11 0.95
H 2.19 -3.67 0.27
H 1.81 -0.14 0.14
H 0.76 -0.35 -2.58
H -0.06 0.59 -1.32
H 2.80 1.06 -2.29
H 1.40 2.01 -2.77
H 1.66 2.09 2.45
H 2.52 4.44 2.37
H 3.10 5.39 0.14
H 2.01 4.25 -2.89
H 3.60 3.51 -2.78
H 3.34 5.16 -2.17
H -2.55 0.52 -1.15
H -2.26 -1.63 -2.26

Löwdin population analysis, charges in e, atoms 1 to 8:
1 C -0.080
2 O -0.082
3 C -0.283
4 C -0.001
5 C -0.039
6 C -0.264
7 C -0.127
8 C -0.094

***

No. 4
Density functional theory data (wB97M-V/def2-TZVPD) for a structure of composition C10H27CaINO4 in a non-equilibrium geometry.

**HOMO-LUMO gap**: 0.28230 Eh
**Strongest force on any atom**: 2.79 eV Å⁻¹
**Lowest unoccupied orbital energy**: -3.12 eV
**Total charge**: +1

Geometry (Å):
Ca 0.22 0.55 0.18
I -1.75 2.03 1.82
C 0.73 -0.62 3.58
O 1.21 -0.42 2.28
H 1.34 -1.34 4.13
H 0.55 0.31 4.12
H -0.31 -0.93 3.54
H 2.06 -0.85 2.34
C 2.69 2.52 1.91
O 1.86 2.20 0.78
C 1.89 3.28 -0.11
C 1.50 2.92 -1.50
N 0.24 2.16 -1.63
C 0.10 1.53 -2.90
C -1.35 0.93 -2.97
O -1.55 0.25 -1.72
C -2.89 -0.17 -1.45
H 2.47 1.94 2.81
H 2.20 3.38 2.36
H 3.75 2.72 1.78
H 2.86 3.79 -0.14
H 1.11 3.91 0.32
H 2.26 2.25 -1.89
H 1.45 3.85 -2.07
H -0.43 2.91 -1.52
H 0.87 0.75 -2.92
H 0.23 2.30 -3.66
H -1.36 0.15 -3.74
H -2.06 1.71 -3.24
H -3.27 -0.86 -2.21
H -3.53 0.71 -1.51
H -2.86 -0.60 -0.45
C -0.07 -4.16 1.21
C -0.50 -3.22 0.13
C -1.63 -3.78 -0.76
O -0.90 -1.93 0.72
H 0.66 -3.69 1.88
H 0.26 -5.09 0.76
H -0.87 -4.39 1.90
H 0.32 -3.10 -0.58
H -2.48 -3.99 -0.10
H -1.33 -4.76 -1.12
H -1.98 -3.20 -1.62
H -1.70 -1.93 1.24

Löwdin population analysis, charges in e, atoms 1 to 8:
1 Ca 1.109
2 I -0.098
3 C -0.155
4 O -0.243
5 H 0.102
6 H 0.080
7 H 0.074
8 H 0.098